<a>
This record from the OMol25 dataset describes 2 unconnected molecules or ions with the total composition C11H20OSi. The level of theory is wB97M-V/def2-TZVPD.

As for the HOMO energy (alpha / beta): -0.25477 / -0.25480 Ha. For the HOMO-LUMO gap (alpha / beta), the calculation gives 7.77 / 7.77 eV.

Structure (ORCA input):
```
! RIJCOSX wB97M-V def2-TZVPD def2/J DEFGRID3
* xyz 0 1
H 1.107 -3.463 0.918
H 4.032 -0.094 -1.863
H 0.312 3.360 2.299
H -2.774 -0.393 -2.267
H -1.347 -2.660 2.560
H -1.404 -1.036 3.110
H 2.996 -1.623 -1.612
H -1.455 1.659 1.689
C -1.915 0.246 -1.877
Si 0.004 0.069 0.273
C -0.304 3.033 0.327
H 1.018 -2.317 -0.380
H 0.818 -1.288 2.260
C -0.698 -0.461 -1.318
H 2.276 -0.220 -2.351
C -1.138 -1.699 2.140
H -1.914 -1.647 1.439
H 0.068 2.809 -0.664
H -2.391 0.999 -1.399
C 3.024 -0.512 -1.659
H -0.307 -0.430 -3.355
H 0.035 1.121 -2.453
H -1.027 3.781 0.567
H -0.378 -3.020 0.159
H 1.543 2.293 1.316
C 2.754 -0.042 -0.217
H -0.858 -1.480 -1.336
C -0.610 0.266 -2.561
C 0.533 -2.642 0.493
C 0.197 -1.425 1.450
C -0.618 1.792 1.096
C 0.569 2.700 1.470
O 3.570 0.302 0.603
*
```

<b>
This record from the OMol25 dataset describes 2 unconnected molecules or ions with the total composition C11H20OSi. The level of theory is wB97M-V/def2-TZVPD.

As for the HOMO energy (alpha / beta): -0.28430 / -0.24213 Ha. For the HOMO-LUMO gap (alpha / beta), the calculation gives 7.89 / 6.89 eV.

Structure (ORCA input):
```
! RIJCOSX wB97M-V def2-TZVPD def2/J DEFGRID3
* xyz 0 1
H 2.353 -0.139 -2.423
O -1.410 -3.891 1.183
H 2.872 -1.504 0.787
H 0.401 3.573 1.719
H -3.621 -1.608 1.122
C -1.319 -0.613 -2.864
H -2.852 0.087 -1.490
H 1.292 -1.430 1.390
H 1.575 2.322 1.307
C 0.533 2.488 1.517
C -0.186 1.490 2.301
H 1.184 -1.715 -0.915
H -0.124 1.027 -2.554
C 2.388 0.166 -1.421
H -2.912 0.923 -3.147
H -3.891 -3.073 1.963
C -0.954 0.558 -2.031
C -2.408 0.281 -2.459
C 1.963 -0.959 0.842
C -3.144 -2.303 1.767
C 1.374 -0.689 -0.545
H -2.812 -1.641 2.748
H 2.175 -0.046 1.490
H 2.094 1.207 -1.212
C -0.519 1.636 0.844
Si -0.298 0.151 -0.343
H -1.089 1.742 3.059
H -1.303 -1.601 -2.473
H -1.086 -0.629 -3.866
H 3.369 0.095 -1.085
H 0.367 0.583 2.602
C -1.893 -2.789 1.185
H -1.491 2.114 0.567
*
```

Least stable: <b>

<a>
This record from the OMol25 dataset describes a molecular structure, C3H6O3Sn. The level of theory is wB97M-V/def2-TZVPD.

As for the HOMO energy: -0.68307 Ha. For the HOMO-LUMO gap, the calculation gives 5.83 eV.

Structure (ORCA input):
```
! RIJCOSX wB97M-V def2-TZVPD def2/J DEFGRID3
* xyz 2 1
O -21.059 30.930 -10.059
O -20.775 29.984 -11.933
H -21.740 31.667 -8.352
H -21.134 29.090 -13.642
H -20.037 31.974 -8.590
C -21.003 31.991 -9.086
Sn -19.841 34.124 -13.608
H -21.391 30.865 -13.740
O -20.072 32.126 -11.687
C -20.588 31.081 -11.248
H -19.739 30.111 -13.782
H -21.348 32.963 -9.428
C -20.747 30.068 -13.365
*
```

<b>
This record from the OMol25 dataset describes a molecular structure, C3H6O3Sn. The level of theory is wB97M-V/def2-TZVPD.

As for the HOMO energy: -0.77073 Ha. For the HOMO-LUMO gap, the calculation gives 9.80 eV.

Structure (ORCA input):
```
! RIJCOSX wB97M-V def2-TZVPD def2/J DEFGRID3
* xyz 2 1
O 0.521 -1.986 -0.225
O 0.639 0.264 -0.412
H -1.490 -0.286 1.283
C 1.129 -0.971 -0.223
H -0.872 1.252 -1.325
O 2.390 -0.722 0.204
Sn 2.251 1.296 -0.003
C -0.832 0.377 -0.669
H -1.156 -0.498 -1.240
H -1.247 1.484 1.138
H -2.650 0.704 0.370
H 2.904 -1.496 0.482
C -1.587 0.580 0.617
*
```

Least stable: <a>